[1]
Entry from the Open Molecules 2025 dataset: C6H10OS in the gas phase at a distorted geometry (wB97M-V/def2-TZVPD).

Structure (SMILES): OC[C@@H]1SC[C@H]2C[C@@H]21
Orbital gap: 9.5 eV
Energy relative to the best compared isomer or geometry (same formula, charge and spin): 311.2 kJ/mol
Total energy: -707.93176 Ha

XYZ file:
```
18
C6H10OS wB97M-V/def2-TZVPD
C -1.51811 -1.05151 0.40636
C -0.40556 -0.89934 -0.58773
C 2.16808 -0.17125 0.32061
C 1.01898 0.75592 0.45153
C 0.20063 1.87282 -0.19658
C 0.21624 0.49660 -0.82070
H -3.45396 -0.54478 0.32409
H -1.71863 -2.07057 0.68518
H -1.23480 -0.55237 1.32805
H -0.81058 -1.33303 -1.53813
H 2.79520 0.24709 -0.49388
H 2.77047 -0.36169 1.24519
H 0.44718 0.36847 1.26302
H -0.61807 2.22438 0.45601
H 0.66464 2.62640 -0.79511
H 0.88518 0.48148 -1.68546
O -2.66189 -0.34155 -0.13241
S 1.25498 -1.74705 -0.23004
```

[2]
Entry from the Open Molecules 2025 dataset: a 2-piece molecular cluster, C6H10S overall at a distorted geometry (wB97M-V/def2-TZVPD).

Orbital gap (alpha / beta): 7.6 / 7.8 eV
Energy relative to the best compared isomer or geometry (same formula, charge and spin): 584.9 kJ/mol
Total energy: -632.58673 Ha

XYZ file:
```
17
C6H10S wB97M-V/def2-TZVPD
C -2.10790 -1.27929 -2.73990
C -1.51125 -1.30800 -1.70554
C 1.42154 -0.74736 -0.58564
C 0.37712 -0.28311 1.74316
C -0.36833 2.66235 1.04232
C 0.81661 0.25897 0.39049
S 0.68706 1.90578 -0.01073
H -2.74101 -1.43254 -3.70949
H 2.49540 -0.70718 -0.69831
H 1.04632 -0.50382 -1.51157
H 1.09145 -1.84823 -0.29567
H 1.14058 -0.89895 2.13190
H 0.22539 0.52845 2.36856
H -0.49552 -0.89258 1.62270
H -0.63468 2.30727 2.05444
H -0.74820 -1.35664 -1.00179
H -0.69457 3.59488 0.90507
```

[3]
Entry from the Open Molecules 2025 dataset: a 2-piece molecular cluster, C6H10S overall at a distorted geometry (wB97M-V/def2-TZVPD).

Orbital gap (alpha / beta): 8.5 / 8.0 eV
Energy relative to the best compared isomer or geometry (same formula, charge and spin): 676.4 kJ/mol
Total energy: -632.55188 Ha

XYZ file:
```
17
C6H10S wB97M-V/def2-TZVPD
C 0.58288 -0.79793 2.39188
C -0.52249 -0.63740 1.71469
C -0.08816 2.31132 -0.59114
C 0.94866 1.22860 -0.82420
C -0.48286 0.88415 -0.58288
C -0.62875 -1.74317 -1.26360
S -1.25310 -0.15941 -1.84536
H 0.61249 -1.13769 3.37358
H 1.49901 -0.76619 1.92640
H -1.52187 -0.73910 2.03666
H -0.19924 2.76335 0.34395
H -0.56975 2.91871 -1.40930
H 1.29439 1.11399 -1.76392
H 1.61006 1.08980 -0.09252
H -1.13412 -1.97796 -0.40515
H 0.46804 -1.76636 -1.03961
H -0.61520 -2.58470 -1.96947
```

[4]
Entry from the Open Molecules 2025 dataset: C6H10S as an isolated structure at a distorted geometry (wB97M-V/def2-TZVPD).

Orbital gap: 9.4 eV
Energy relative to the best compared isomer or geometry (same formula, charge and spin): 324.5 kJ/mol
Total energy: -632.68589 Ha

XYZ file:
```
17
C6H10S wB97M-V/def2-TZVPD
C 0.77307 1.15447 0.31500
C 0.41743 0.10168 1.31324
C 0.96022 0.25138 -0.65215
C 0.41975 -0.85366 0.11279
C 1.24326 0.22428 -2.07838
C 0.21909 -2.18608 0.06237
S -3.89508 1.35193 1.52972
H 0.69423 2.30730 0.31830
H -3.17823 0.15124 1.27135
H 1.31127 -0.18774 1.88469
H -0.44045 0.21115 2.01516
H 1.86589 -0.55726 -2.35532
H 1.81676 1.09023 -2.27436
H 0.40075 0.29251 -2.82440
H 0.43075 -2.83953 -0.68123
H -0.20396 -2.62147 0.96444
H -2.83476 2.10957 1.07879
```

Question: Which of these has the lowest total energy?
Answer: C6H10OS

Repeat the fourth record exactly.
Entry from the Open Molecules 2025 dataset: C6H10S as an isolated structure at a distorted geometry (wB97M-V/def2-TZVPD).

Orbital gap: 9.4 eV
Energy relative to the best compared isomer or geometry (same formula, charge and spin): 324.5 kJ/mol
Total energy: -632.68589 Ha

XYZ file:
```
17
C6H10S wB97M-V/def2-TZVPD
C 0.77307 1.15447 0.31500
C 0.41743 0.10168 1.31324
C 0.96022 0.25138 -0.65215
C 0.41975 -0.85366 0.11279
C 1.24326 0.22428 -2.07838
C 0.21909 -2.18608 0.06237
S -3.89508 1.35193 1.52972
H 0.69423 2.30730 0.31830
H -3.17823 0.15124 1.27135
H 1.31127 -0.18774 1.88469
H -0.44045 0.21115 2.01516
H 1.86589 -0.55726 -2.35532
H 1.81676 1.09023 -2.27436
H 0.40075 0.29251 -2.82440
H 0.43075 -2.83953 -0.68123
H -0.20396 -2.62147 0.96444
H -2.83476 2.10957 1.07879
```